Below is an isolated molecule of C18H18N2O3S2 in a non-equilibrium geometry, with properties calculated with the ωB97M-V functional and the def2-TZVPD basis.

Values from the calculation:
- M (g/mol) = 374.5
- E_tot (eV) = -49751.07367
- HOMO (eV) = -8.665
- SMILES = C=CCN(c1ccccc1)S(=O)(=O)c1ccc2c(c1)NC(=O)[C@H](C)S2
- total charge = 0

Positions of all 43 atoms, in Å:
S 3.573 1.893 -0.790
S -1.664 -1.621 -0.872
O -1.308 -2.960 -0.504
O -2.350 -1.417 -2.109
O 5.596 -1.145 0.231
N 3.401 -1.081 -0.233
N -2.565 -0.989 0.390
C 4.578 -0.502 0.133
C -0.248 0.721 -1.219
C -2.248 -1.518 1.700
C -0.914 -0.792 3.678
C 3.875 1.160 1.864
C 1.023 -1.213 -0.543
C -3.959 0.557 -0.839
C -3.160 0.277 0.269
C -0.175 -0.621 -0.888
C -2.999 1.254 1.249
C 2.118 0.909 -0.814
C 4.500 0.971 0.486
C -1.048 -0.910 2.370
C 2.191 -0.458 -0.512
C 0.904 1.484 -1.173
C -4.556 1.796 -0.970
C -3.614 2.486 1.115
C -4.390 2.767 0.005
H -1.194 1.150 -1.505
H 0.880 2.533 -1.420
H 4.467 0.631 2.608
H -0.026 -0.382 4.127
H -4.865 3.731 -0.098
H 5.510 1.385 0.466
H -3.480 3.231 1.886
H -2.049 -2.582 1.532
H -3.132 -1.427 2.337
H 2.858 0.773 1.885
H -5.168 1.999 -1.836
H -1.692 -1.103 4.356
H 3.852 2.217 2.119
H -2.391 1.054 2.118
H -0.259 -0.593 1.702
H -4.091 -0.197 -1.595
H 3.424 -2.089 -0.332
H 1.033 -2.267 -0.310